No. 1
# C17H33BFNO4

One molecule with the formula C17H33BFNO4 at a distorted geometry (the ωB97M-V functional and the def2-TZVPD basis, the Open Molecules 2025 dataset).

## Properties
Orbital gap = 7.865 eV
HOMO energy = -8.4 eV

Each line ends with the natural charge from an NBO analysis.
Cartesian coordinates (Å):
1 C -2.2597 0.6080 -3.3895  -0.627
2 C -2.6147 -0.6153 -2.3098  -0.430
3 C -2.8716 -2.0481 -3.0643  -0.413
4 C -2.0813 -3.3166 -2.3189  -0.418
5 C -0.4748 -3.0176 -2.4529  -0.417
6 C 0.2577 -2.6828 -0.9871  -0.412
7 C 1.8195 -2.3493 -1.3325  -0.511
8 C 2.3522 -0.8869 -0.7228  0.829
9 O 3.0068 -0.1158 -1.5949  -0.580
10 O 2.1231 -0.6329 0.6991  -0.564
11 C 1.2583 0.5780 0.9131  0.046
12 N 0.3650 0.6731 -0.2709  -0.655
13 C -0.1730 1.8928 -0.5235  0.564
14 C 0.3821 2.8205 -1.8017  -0.719
15 C -1.4648 2.5833 0.2727  -0.737
16 B 0.4806 0.2277 2.3584  1.237
17 O -0.6304 1.0038 2.9316  -0.960
18 O 0.9606 -0.9346 3.1873  -0.738
19 C -0.1526 -1.5335 3.9394  -0.073
20 C 0.2515 -3.0193 4.5824  -0.645
21 C 2.2983 1.8017 1.1929  0.187
22 F 2.9316 2.4041 -0.0010  -0.383
23 C 1.7316 3.0286 2.1184  -0.471
24 C 2.6636 4.3574 1.8121  -0.622
25 H -2.0557 1.5710 -2.7548  0.199
26 H -1.2439 0.3389 -3.9421  0.217
27 H -3.1605 0.7688 -4.1468  0.217
28 H -1.6829 -0.6478 -1.5730  0.217
29 H -3.5416 -0.3373 -1.6504  0.204
30 H -4.0263 -2.3428 -3.0801  0.211
31 H -2.4742 -1.9666 -4.1820  0.208
32 H -2.3127 -4.3296 -2.9058  0.215
33 H -2.3891 -3.4371 -1.1891  0.209
34 H -0.2164 -2.1343 -3.1769  0.209
35 H 0.1070 -3.9797 -2.8537  0.209
36 H 0.1541 -3.7003 -0.3718  0.205
37 H -0.3120 -1.8731 -0.3661  0.219
38 H 2.4861 -3.1611 -0.7649  0.234
39 H 2.0806 -2.4672 -2.4737  0.246
40 H -0.5983 3.1774 -2.3816  0.216
41 H 1.0885 2.2171 -2.5211  0.272
42 H 0.8786 3.8260 -1.4033  0.258
43 H -2.0764 1.8064 0.9144  0.231
44 H -2.2068 2.9146 -0.6026  0.237
45 H -1.1887 3.5697 0.8389  0.250
46 H -1.4842 0.5449 2.6082  0.499
47 H -0.3998 -0.8143 4.8506  0.187
48 H -1.1128 -1.6626 3.2806  0.155
49 H 0.8447 -3.6477 3.7718  0.229
50 H 0.9158 -2.7944 5.5447  0.221
51 H -0.7657 -3.5498 4.8741  0.217
52 H 3.1985 1.3245 1.8185  0.209
53 H 1.9690 2.7276 3.2492  0.224
54 H 0.5807 3.2179 2.0572  0.226
55 H 2.4270 4.8620 0.7813  0.221
56 H 2.5619 5.1670 2.6638  0.214
57 H 3.7957 3.9855 1.8490  0.223

---

No. 2
# C3H7FS

A 2-piece molecular cluster, C3H7FS overall at a distorted geometry (the ωB97M-V functional and the def2-TZVPD basis, the Open Molecules 2025 dataset).

## Properties
Orbital gap = 10.049 eV
Energy above the lowest of the compared OMol25 structures with the same formula, charge and spin = 303.7 kJ/mol
HOMO energy = -10.9 eV

Each line ends with the natural charge from an NBO analysis.
Cartesian coordinates (Å):
1 C -0.2412 0.7213 1.2262  -0.621
2 C -0.8702 1.2083 -0.1719  -0.594
3 C 1.7853 -1.0610 -1.4057  -0.468
4 F 0.0656 -3.3297 -0.2424  -0.579
5 S 1.4721 -2.1964 -0.3512  0.836
6 H 0.4878 1.3894 1.7300  0.213
7 H -0.9707 0.3897 2.0076  0.210
8 H 0.1744 -0.2595 1.0017  0.194
9 H -1.1404 2.1886 -0.2305  0.204
10 H -1.8073 0.6379 -0.4805  0.206
11 H -0.1589 0.9490 -0.8965  0.187
12 H 1.2035 -0.6374 -2.1866  0.213

---

No. 3
# C6H16O3S2Si

A 2-piece molecular cluster, C6H16O3S2Si overall at a distorted geometry (the ωB97M-V functional and the def2-TZVPD basis, the Open Molecules 2025 dataset).

## Properties
Orbital gap = 8.596 eV
Energy above the lowest of the compared OMol25 structures with the same formula, charge and spin = 29.3 kJ/mol
HOMO energy = -8.5 eV

Each line ends with the natural charge from an NBO analysis.
Cartesian coordinates (Å):
1 C -4.9718 0.1982 0.4826  -0.611
2 C 2.1237 1.4032 -2.5525  -0.240
3 C 2.6261 -2.7145 0.0982  -0.256
4 C 1.6251 1.0719 2.1428  -0.236
5 C -3.7471 -0.0342 -0.4140  -0.503
6 C -2.3747 0.2951 0.1672  -0.244
7 O 1.9323 0.9962 -1.2171  -0.918
8 O 2.5785 -1.5223 -0.7896  -0.913
9 O 1.7271 0.0238 1.1460  -0.946
10 Si 2.6432 -0.0488 -0.1628  2.145
11 S -1.2009 -1.0823 -0.2686  -0.037
12 S -2.1010 1.4517 1.1948  0.058
13 H -4.8565 1.0913 1.1252  0.225
14 H -5.9307 0.4966 -0.0828  0.218
15 H -5.1014 -0.5948 1.1889  0.211
16 H 1.0865 1.5968 -2.8245  0.192
17 H 2.7360 0.7155 -3.1584  0.181
18 H 2.5150 2.4310 -2.5597  0.170
19 H 1.9379 -3.3425 -0.4499  0.198
20 H 2.1874 -2.5203 1.0650  0.192
21 H 3.6347 -3.1181 0.1392  0.189
22 H 0.5903 1.3360 2.2141  0.206
23 H 2.2265 1.9327 1.9041  0.181
24 H 2.0016 0.5290 3.0432  0.183
25 H -3.7610 -1.1023 -0.7305  0.223
26 H -3.9652 0.6618 -1.2689  0.243
27 H 0.0354 -0.6822 0.3381  0.194
28 H 3.8030 0.5317 0.2301  -0.304

---

No. 4
# C3H8N3O

A 2-piece molecular cluster, C3H8N3O overall at a distorted geometry (the ωB97M-V functional and the def2-TZVPD basis, the Open Molecules 2025 dataset).

## Properties
Orbital gap (spin up / spin down) = 9.273 / 6.461 eV
Energy above the lowest of the compared OMol25 structures with the same formula, charge and spin = 550.1 kJ/mol
Net charge = +1
HOMO energy (spin up / spin down) = -15.5 / -14.3 eV

Each line ends with the natural charge from an NBO analysis.
Cartesian coordinates (Å):
1 C 0.4781 0.8718 -1.4411  0.707
2 C -0.9658 -1.4490 1.5390  -0.312
3 C 0.0566 -0.7285 2.2646  -0.316
4 N 0.6103 1.2575 -2.7127  -0.740
5 N -0.5946 0.6591 -0.7986  -0.465
6 N 0.1833 -0.8821 0.9124  -0.108
7 O 1.5844 0.8251 -0.7050  -0.620
8 H -1.1637 -2.5144 1.5360  0.258
9 H -1.9632 -0.9159 1.5935  0.264
10 H -0.2397 0.3260 2.7162  0.281
11 H 0.8420 -1.1761 2.8409  0.264
12 H -0.2750 1.3519 -3.2388  0.424
13 H 1.5410 1.6236 -3.1735  0.474
14 H -1.3944 0.5711 -1.3444  0.370
15 H 1.3008 0.1800 0.0115  0.519